Molecular formula: H8Si4
Method: DFT, ωB97M-V/def2-TZVPD

Geometry (Å):
Si -3.12 0.57 -0.50
Si -1.13 0.36 0.78
Si 0.83 -1.04 0.94
Si 2.23 0.24 -0.33
H -3.94 1.52 0.44
H -3.62 -0.80 0.12
H 0.07 1.51 0.48
H 1.57 -1.48 2.18
H 0.90 -2.24 0.02
H 2.43 1.21 0.87
H 2.19 1.32 -1.32
H 3.55 -0.05 -0.88

2S+1: 1
LUMO energy (spin up / spin down): -2.1 / -2.1 eV
HOMO-LUMO gap (spin up / spin down): 6.52 / 6.52 eV
Relative energy (zero: lowest compared OMol25 entry of this formula, charge and spin): 1.935 eV
SMILES: [SiH2]=[SiH][SiH2][SiH3]

***

Molecular formula: C43H48BN12O4PS3SnTe
Method: DFT, ωB97M-V/def2-TZVPD

Geometry (Å):
Sn 0.67 -0.64 0.99
N 2.72 1.95 4.19
C 2.46 1.28 3.06
S 2.10 -0.41 3.20
N 2.64 1.92 1.94
N 2.44 1.23 0.83
C 2.85 1.74 -0.29
C 3.52 3.05 -0.35
C 4.81 3.18 -0.84
C 5.44 4.41 -0.84
C 4.79 5.52 -0.35
C 3.52 5.40 0.17
C 2.88 4.18 0.18
C 2.73 0.89 -1.47
C 3.20 1.29 -2.72
C 3.15 0.39 -3.78
C 2.63 -0.87 -3.55
C 2.13 -1.16 -2.29
N 2.17 -0.32 -1.28
H 2.43 1.55 5.07
H 2.71 2.96 4.13
H 5.33 2.30 -1.20
H 6.45 4.49 -1.23
H 5.29 6.48 -0.36
H 3.01 6.27 0.58
H 1.89 4.08 0.61
H 3.59 2.29 -2.87
H 3.50 0.68 -4.76
H 2.59 -1.61 -4.34
H 1.68 -2.12 -2.08
B -3.03 -2.55 3.73
N -3.20 -1.57 2.54
C -4.36 -1.05 2.13
C -4.10 -0.20 1.06
C -2.72 -0.31 0.88
N -2.19 -1.12 1.79
N -1.69 -3.28 3.53
C -1.44 -4.51 3.11
C -0.07 -4.74 3.17
C 0.47 -3.56 3.64
N -0.54 -2.71 3.84
H -3.92 -3.34 3.71
H -2.96 -1.92 4.75
H -5.28 -1.29 2.61
H -4.81 0.33 0.45
H -2.10 0.17 0.15
H -2.23 -5.17 2.81
H 0.46 -5.63 2.88
H 1.49 -3.28 3.85
O 0.91 -5.81 -1.91
C 1.84 -5.84 -0.94
C 2.72 -6.92 -0.92
C 3.71 -7.02 0.03
C 3.83 -6.04 1.01
C 2.96 -4.97 1.01
C 1.96 -4.85 0.05
C 1.12 -3.64 0.10
O 1.35 -2.79 1.02
N 0.18 -3.56 -0.81
N -0.52 -2.39 -0.89
C -1.57 -2.50 -1.60
S -2.55 -1.16 -2.11
C -3.98 -2.20 -2.56
C -3.42 -3.42 -3.25
S -2.08 -4.10 -2.19
H 0.37 -4.99 -1.77
H 2.62 -7.67 -1.70
H 4.39 -7.86 0.02
H 4.62 -6.10 1.75
H 3.04 -4.19 1.75
H -4.64 -1.62 -3.20
H -4.50 -2.47 -1.64
H -2.98 -3.15 -4.21
H -4.16 -4.21 -3.38
Te -0.07 2.23 -0.95
C 0.21 2.00 -3.06
C 0.74 3.06 -3.79
C 0.90 2.96 -5.16
C 0.55 1.79 -5.81
C 0.05 0.73 -5.09
C -0.13 0.84 -3.72
C -1.92 3.25 -1.41
C -2.07 4.59 -1.08
C -3.25 5.26 -1.37
C -4.29 4.59 -1.99
C -4.14 3.25 -2.33
C -2.97 2.59 -2.04
H 1.02 3.97 -3.27
H 1.29 3.80 -5.72
H 0.68 1.71 -6.88
H -0.22 -0.19 -5.59
H -0.53 0.00 -3.16
H -1.25 5.12 -0.62
H -3.35 6.31 -1.13
H -5.21 5.11 -2.21
H -4.95 2.73 -2.82
H -2.85 1.55 -2.31
N -2.69 2.53 1.52
C -2.40 3.11 2.84
P -0.81 2.22 3.39
O 0.10 3.07 4.16
O -0.37 1.72 2.01
C -1.54 0.86 4.43
N -0.54 -0.11 4.86
H -1.69 2.09 1.34
H -2.94 3.19 0.78
H -3.34 1.72 1.53
H -3.24 3.01 3.53
H -2.15 4.17 2.74
H -2.32 0.34 3.88
H -2.00 1.38 5.27
H -0.52 -1.71 4.17
H -0.48 -0.17 5.87
H 0.39 0.15 4.52

2S+1: 1
LUMO energy: -0.1 eV
HOMO-LUMO gap: 6.85 eV

***

Molecular formula: C3H5NS2
Method: DFT, ωB97M-V/def2-TZVPD

Geometry (Å):
C -2.21 -0.51 0.76
C 0.10 0.21 0.68
C -0.21 -0.95 0.08
N -1.52 -1.29 0.08
S -1.28 0.78 1.60
S 2.64 1.21 -0.97
H -3.31 -0.64 1.00
H 1.09 0.66 0.86
H 2.27 0.02 -1.45
H 0.44 -1.35 -0.74
H 1.99 1.85 -1.91

2S+1: 3
LUMO energy (spin up / spin down): 0.6 / -2.6 eV
HOMO-LUMO gap (spin up / spin down): 5.98 / 7.21 eV
Relative energy (zero: lowest compared OMol25 entry of this formula, charge and spin): 0.185 eV
<S²>: 2.023

***

Molecular formula: C23H43N3O10P2
Method: DFT, ωB97M-V/def2-TZVPD

Geometry (Å):
C -4.04 2.43 -1.46
C -2.87 2.61 -0.89
C -1.37 2.76 -0.26
C -0.57 1.42 -0.70
C -0.51 0.08 0.16
C 0.30 -1.18 -0.42
C 0.30 -2.50 0.54
C -1.10 -3.33 0.48
O -1.11 -4.37 -0.27
C 1.03 -1.15 -1.85
P 1.94 -2.65 -2.57
N 3.36 -2.33 -3.25
C 0.94 0.21 -2.66
C 0.17 1.47 -2.10
C 0.31 2.65 -3.18
O 0.14 3.91 -3.11
N 0.78 1.92 -4.41
P -0.66 1.81 -5.42
N -1.93 2.19 -4.49
O -0.57 3.01 -6.65
O -0.97 0.24 -6.03
C 1.49 0.65 -4.10
O 2.32 0.13 -4.90
H -4.94 2.12 -2.13
H -0.91 3.70 -0.78
H -1.41 2.90 0.88
H -1.06 0.04 1.16
H 1.23 -3.16 0.39
H 0.38 -2.07 1.62
H -2.03 -3.01 1.11
H 1.00 -3.31 -3.46
H 2.21 -3.54 -1.45
H 3.51 -1.31 -3.19
H -2.40 3.03 -4.87
H -1.38 2.94 -7.23
H -1.30 -0.28 -5.24
C -7.82 1.75 1.88
C -6.73 1.99 0.86
O -5.45 1.78 1.45
H -7.70 2.42 2.73
H -8.81 1.91 1.44
H -7.78 0.73 2.27
H -6.77 3.01 0.49
H -6.84 1.31 0.00
H -5.43 0.86 1.76
C 2.29 -5.93 2.70
C 3.19 -5.17 1.75
O 3.57 -3.93 2.34
H 1.40 -5.35 2.93
H 1.99 -6.89 2.26
H 2.80 -6.13 3.65
H 2.67 -4.96 0.82
H 4.10 -5.74 1.52
H 4.04 -4.12 3.16
C -5.76 1.61 -6.26
C -5.45 1.11 -4.86
O -6.10 1.93 -3.89
H -5.43 2.65 -6.37
H -5.26 1.00 -7.01
H -6.83 1.59 -6.44
H -4.37 1.15 -4.67
H -5.78 0.08 -4.73
H -7.05 1.88 -4.06
C 5.45 -0.84 3.40
C 5.84 -1.26 4.80
O 6.07 -2.66 4.84
H 4.54 -1.37 3.08
H 5.26 0.24 3.35
H 6.23 -1.10 2.68
H 5.05 -1.02 5.51
H 6.75 -0.74 5.12
H 6.78 -2.86 4.22
C 4.59 2.80 7.05
C 5.85 2.25 6.40
O 5.63 2.03 5.01
H 3.75 2.10 6.91
H 4.74 2.97 8.11
H 4.30 3.74 6.58
H 6.12 1.29 6.85
H 6.68 2.94 6.52
H 5.39 2.88 4.62

2S+1: 1
LUMO energy: -1.5 eV
HOMO-LUMO gap: 6.96 eV
SMILES: C#CCc1cc(CC=O)c([PH2]=N)c2c1C(=O)N(P(=N)(O)O)C2=O.CCO.CCO.CCO.CCO.CCO

***

Molecular formula: CH2FNO3S
Method: DFT, ωB97M-V/def2-TZVPD

Geometry (Å):
C -1.89 -0.35 0.41
N -2.47 0.65 0.13
O -1.06 -1.14 0.45
O 1.21 -0.27 -1.87
O 3.19 -1.11 -0.43
F 1.53 0.24 0.53
S 1.77 -1.00 -0.53
H -3.22 1.27 0.27
H 1.35 0.47 -2.44

2S+1: 1
LUMO energy: 0.5 eV
HOMO-LUMO gap: 11.59 eV
Relative energy (zero: lowest compared OMol25 entry of this formula, charge and spin): 0.663 eV

***

What did the second record say?
Molecular formula: C43H48BN12O4PS3SnTe
Method: DFT, ωB97M-V/def2-TZVPD

Geometry (Å):
Sn 0.67 -0.64 0.99
N 2.72 1.95 4.19
C 2.46 1.28 3.06
S 2.10 -0.41 3.20
N 2.64 1.92 1.94
N 2.44 1.23 0.83
C 2.85 1.74 -0.29
C 3.52 3.05 -0.35
C 4.81 3.18 -0.84
C 5.44 4.41 -0.84
C 4.79 5.52 -0.35
C 3.52 5.40 0.17
C 2.88 4.18 0.18
C 2.73 0.89 -1.47
C 3.20 1.29 -2.72
C 3.15 0.39 -3.78
C 2.63 -0.87 -3.55
C 2.13 -1.16 -2.29
N 2.17 -0.32 -1.28
H 2.43 1.55 5.07
H 2.71 2.96 4.13
H 5.33 2.30 -1.20
H 6.45 4.49 -1.23
H 5.29 6.48 -0.36
H 3.01 6.27 0.58
H 1.89 4.08 0.61
H 3.59 2.29 -2.87
H 3.50 0.68 -4.76
H 2.59 -1.61 -4.34
H 1.68 -2.12 -2.08
B -3.03 -2.55 3.73
N -3.20 -1.57 2.54
C -4.36 -1.05 2.13
C -4.10 -0.20 1.06
C -2.72 -0.31 0.88
N -2.19 -1.12 1.79
N -1.69 -3.28 3.53
C -1.44 -4.51 3.11
C -0.07 -4.74 3.17
C 0.47 -3.56 3.64
N -0.54 -2.71 3.84
H -3.92 -3.34 3.71
H -2.96 -1.92 4.75
H -5.28 -1.29 2.61
H -4.81 0.33 0.45
H -2.10 0.17 0.15
H -2.23 -5.17 2.81
H 0.46 -5.63 2.88
H 1.49 -3.28 3.85
O 0.91 -5.81 -1.91
C 1.84 -5.84 -0.94
C 2.72 -6.92 -0.92
C 3.71 -7.02 0.03
C 3.83 -6.04 1.01
C 2.96 -4.97 1.01
C 1.96 -4.85 0.05
C 1.12 -3.64 0.10
O 1.35 -2.79 1.02
N 0.18 -3.56 -0.81
N -0.52 -2.39 -0.89
C -1.57 -2.50 -1.60
S -2.55 -1.16 -2.11
C -3.98 -2.20 -2.56
C -3.42 -3.42 -3.25
S -2.08 -4.10 -2.19
H 0.37 -4.99 -1.77
H 2.62 -7.67 -1.70
H 4.39 -7.86 0.02
H 4.62 -6.10 1.75
H 3.04 -4.19 1.75
H -4.64 -1.62 -3.20
H -4.50 -2.47 -1.64
H -2.98 -3.15 -4.21
H -4.16 -4.21 -3.38
Te -0.07 2.23 -0.95
C 0.21 2.00 -3.06
C 0.74 3.06 -3.79
C 0.90 2.96 -5.16
C 0.55 1.79 -5.81
C 0.05 0.73 -5.09
C -0.13 0.84 -3.72
C -1.92 3.25 -1.41
C -2.07 4.59 -1.08
C -3.25 5.26 -1.37
C -4.29 4.59 -1.99
C -4.14 3.25 -2.33
C -2.97 2.59 -2.04
H 1.02 3.97 -3.27
H 1.29 3.80 -5.72
H 0.68 1.71 -6.88
H -0.22 -0.19 -5.59
H -0.53 0.00 -3.16
H -1.25 5.12 -0.62
H -3.35 6.31 -1.13
H -5.21 5.11 -2.21
H -4.95 2.73 -2.82
H -2.85 1.55 -2.31
N -2.69 2.53 1.52
C -2.40 3.11 2.84
P -0.81 2.22 3.39
O 0.10 3.07 4.16
O -0.37 1.72 2.01
C -1.54 0.86 4.43
N -0.54 -0.11 4.86
H -1.69 2.09 1.34
H -2.94 3.19 0.78
H -3.34 1.72 1.53
H -3.24 3.01 3.53
H -2.15 4.17 2.74
H -2.32 0.34 3.88
H -2.00 1.38 5.27
H -0.52 -1.71 4.17
H -0.48 -0.17 5.87
H 0.39 0.15 4.52

2S+1: 1
LUMO energy: -0.1 eV
HOMO-LUMO gap: 6.85 eV